69
Properties=species:S:1:pos:R:3:forces:R:3:mulliken_charge:R:1 method="wB97M-V/def2-TZVPD" homo_ev=-9.32 fmax_ev_per_a=1.708 e_above_lowest_ev=0.000 lumo_energy_ev=-4.87 gap_ev=4.44 charge=+1
C -0.331069 -2.410363 -0.107686 0.7480 0.3145 0.0975 1.59
C 1.014157 -2.693832 -0.558360 0.7833 -0.2065 -0.3661 1.12
C 1.390662 -2.357244 -1.876063 0.1542 -0.2105 -0.1111 -0.17
C 2.580203 -2.819819 -2.429226 -0.1094 -0.0132 0.1635 -1.11
C 3.415743 -3.663211 -1.684046 -0.2250 0.1942 0.1976 -0.55
C 3.095130 -3.957437 -0.351931 -0.0410 0.1622 -0.1603 -0.92
C 1.923649 -3.459198 0.217707 -0.2416 0.1025 -0.2670 -0.48
C -0.760951 -2.512997 1.270371 -1.4017 -0.3019 0.8523 -0.59
C -2.164121 -2.820897 1.284235 1.1860 -0.0891 1.2255 0.12
C -2.795832 -3.218292 2.456998 0.1136 0.2581 -0.5697 -0.37
C -2.031206 -3.340556 3.622764 0.4957 0.2875 -0.0075 -0.69
C -0.678344 -2.961918 3.632206 -0.2332 -0.0084 0.0187 -1.31
C -0.046118 -2.508232 2.467545 -0.1347 0.0851 -0.1697 0.62
C -2.621959 -2.901149 -0.091775 0.1869 -0.2390 -1.5544 -0.03
C -1.494980 -2.657914 -0.953413 -1.5646 -0.2758 0.1023 0.42
C -1.618170 -2.954879 -2.313612 -0.0380 0.1126 0.1877 -0.28
C -2.819859 -3.483163 -2.800481 -0.2867 0.0109 0.2178 -1.03
C -3.911992 -3.713077 -1.947904 0.4458 0.2885 -0.3112 -0.56
C -3.820815 -3.401157 -0.585489 0.4172 0.3405 0.2316 -0.73
H 0.728351 -1.733720 -2.477965 0.3127 -0.2550 0.2270 0.41
H 2.834842 -2.538010 -3.453980 -0.0289 -0.1604 0.3629 0.44
H 4.311914 -4.084459 -2.142250 -0.2384 0.1596 0.1860 0.41
H 3.757328 -4.589978 0.244307 -0.2486 0.2264 -0.2210 0.42
H 1.671895 -3.714355 1.246066 0.0871 -0.0833 -0.4128 0.58
H -3.859399 -3.454044 2.431140 0.2867 -0.0919 0.1789 0.44
H -2.485819 -3.733896 4.532714 0.1158 0.1940 -0.2361 0.44
H -0.100778 -3.034709 4.554868 -0.2267 0.0544 -0.2534 0.44
H 0.985568 -2.159318 2.476618 -0.2163 -0.1533 0.1530 0.68
H -0.785992 -2.796076 -2.991795 -0.2927 -0.2057 0.0509 0.40
H -2.898932 -3.729093 -3.860586 0.0017 0.0714 0.3485 0.41
H -4.828862 -4.146281 -2.350530 0.2729 0.1565 0.1225 0.41
H -4.654731 -3.556299 0.098714 0.1605 -0.1489 -0.2650 0.42
C -2.508464 1.950138 3.325620 -0.1884 0.0572 0.1397 -1.03
C -1.023614 2.241904 3.467646 0.2740 0.1543 -0.5077 -0.90
N -0.454124 2.890444 2.277309 -0.8579 0.0859 0.7180 0.06
C 0.112656 4.201151 2.490544 0.5233 -0.0530 0.3598 -0.73
C 0.279511 4.997302 1.213866 -0.5680 0.2765 -0.1169 -0.83
N 0.677358 4.180238 0.096975 0.0281 0.2224 0.0294 -0.16
C 1.299307 4.891049 -0.991422 0.6172 0.0982 0.1101 -0.83
C 1.230547 4.133154 -2.299588 -0.5240 0.1336 -0.3286 -0.71
N 1.420104 2.712982 -2.134567 0.8941 -0.1964 -0.7013 0.07
C 1.769850 1.975182 -3.358150 -0.2488 0.1982 0.5354 -0.84
C 3.071971 1.199191 -3.236442 0.2146 0.0235 -0.1510 -1.00
C 0.877217 2.069449 -1.054496 -0.7307 -0.4869 0.7033 -0.07
C 0.654562 0.674950 -1.020404 -0.2016 0.5841 0.1178 -0.38
N 0.051629 0.056681 -0.001456 -0.0358 0.0482 0.0512 0.10
C -0.337707 0.763566 1.066640 0.2394 0.4859 -0.2117 -0.92
C -0.135351 2.164012 1.164453 0.5847 -0.6666 -0.7465 0.13
C 0.475998 2.838009 0.069475 -0.1722 -1.1255 -0.0213 1.31
H -2.877386 1.509564 4.257146 -0.0372 0.0036 -0.1306 0.37
H -3.065966 2.877052 3.144356 0.1019 -0.2044 -0.0082 0.34
H -2.713047 1.252915 2.506754 0.0195 0.1466 0.1088 0.26
H -0.855556 2.931101 4.303745 -0.0113 -0.2834 -0.1117 0.49
H -0.472496 1.313322 3.672345 -0.0033 0.1594 0.1266 0.41
H -0.553653 4.744999 3.171146 0.2116 -0.0045 -0.1709 0.45
H 1.097347 4.120732 2.986687 -0.1674 -0.0093 -0.0442 0.30
H -0.663000 5.518927 0.975844 0.1592 -0.0791 0.0238 0.35
H 1.044975 5.767840 1.362509 -0.1014 -0.0711 0.0800 0.42
H 0.793373 5.857020 -1.103214 0.0685 -0.0939 -0.0696 0.43
H 2.353170 5.102883 -0.743597 -0.1798 -0.0216 -0.0170 0.34
H 0.257173 4.342538 -2.780491 0.1569 -0.0438 0.0422 0.29
H 2.016243 4.495910 -2.972973 -0.2086 0.0712 0.1825 0.44
H 0.945759 1.295720 -3.621318 0.0522 0.1445 -0.1088 0.35
H 1.857246 2.725446 -4.153336 -0.0722 -0.2891 0.1099 0.50
H 3.292588 0.722878 -4.197618 0.0370 0.0038 0.1277 0.36
H 3.899663 1.877407 -2.995478 -0.1651 -0.1721 -0.0115 0.34
H 3.025884 0.419660 -2.469518 0.0219 0.1579 -0.0715 0.25
H 0.965071 0.070570 -1.864791 -0.0835 0.1183 0.2418 -0.18
H -0.808352 0.219690 1.886638 0.1126 0.0512 -0.2977 0.30

72
Properties=species:S:1:pos:R:3:forces:R:3:mulliken_charge:R:1 method="wB97M-V/def2-TZVPD" homo_ev=-9.32 fmax_ev_per_a=3.124 e_above_lowest_ev=0.744 lumo_energy_ev=0.65 gap_ev=9.97
C 2.360010 2.081567 -0.696514 0.1226 -0.3956 -2.3976 -0.41
C 3.319250 1.127370 -0.512252 0.7125 -2.1423 1.2320 -0.05
C 3.697544 0.259133 -1.519863 -0.0928 0.4784 -0.9561 -0.40
N 3.238320 0.380886 -2.773650 0.6336 -1.0634 0.8456 -0.61
C 2.331000 1.308138 -2.970226 -0.0739 0.9917 -0.9868 -0.20
C 1.853828 2.188655 -1.998081 0.7311 0.0429 0.1797 -0.50
H 2.134682 2.780869 0.037819 -0.5983 1.0127 1.2246 0.58
H 3.745568 0.815055 0.441294 -0.1440 0.8614 0.1513 0.35
H 4.466726 -0.490496 -1.346207 -0.2023 0.0307 -0.0016 0.37
H 2.128113 1.443348 -4.041451 -0.5770 0.1184 0.5319 0.43
H 1.290680 3.046583 -2.314475 -0.5973 0.0114 0.0578 0.47
C -2.568932 1.439726 -1.964219 -0.0962 -0.8678 -0.0447 -0.13
C -2.587630 2.727299 -1.464972 -0.1702 0.3684 -1.2791 -0.41
C -2.421713 3.761333 -2.422839 -0.3519 -0.2769 0.6345 -0.39
N -2.158677 3.577836 -3.717169 0.6707 -0.3323 -0.0215 -0.65
C -2.007527 2.324111 -4.136569 -0.9093 -1.5433 0.5989 -0.24
C -2.326124 1.216829 -3.313976 0.8563 1.1860 -0.1795 -0.30
H -2.741867 0.571843 -1.307366 0.0024 0.5371 -0.2803 0.49
H -2.841400 2.840462 -0.422156 0.1837 0.6122 0.0574 0.51
H -2.543292 4.807316 -2.179969 0.0034 0.0540 0.4404 0.40
H -1.708619 2.081174 -5.166900 -0.1917 0.6650 0.3258 0.36
H -2.255678 0.229279 -3.719305 0.0248 -0.3796 -0.1476 0.40
C 0.915672 -2.787288 -6.513388 -0.3800 -0.1340 -0.0810 -0.08
C 1.038478 -1.390300 -6.546404 1.2971 -0.5806 0.1139 -0.75
C 0.170398 -0.654990 -5.765918 1.1595 0.3463 -1.0626 -0.04
N -0.692040 -1.216097 -4.988347 -1.3553 0.7948 1.6842 -0.13
C -0.753306 -2.516902 -4.866833 -1.1372 -1.3752 -0.6985 -0.03
C -0.063208 -3.401464 -5.683745 1.1359 0.4837 -0.2388 -0.81
H 1.569265 -3.351576 -7.176603 -0.1681 -0.1699 0.3033 0.37
H 1.917328 -0.881279 -7.011942 -1.0914 -0.6316 -0.0218 0.29
H 0.203388 0.418639 -5.802696 -0.0618 0.4355 0.0953 0.38
H -1.552765 -2.882148 -4.225299 0.2791 -0.0856 0.2297 0.43
H -0.247394 -4.490557 -5.592746 0.3609 0.8800 -0.2897 0.35
C -4.080196 1.452927 2.590612 0.7240 -0.2083 1.2050 -0.54
C -3.006914 0.544930 2.801531 -1.2984 -1.0056 -1.5325 -0.22
C -2.040809 0.870438 3.697371 1.7360 1.4049 1.0024 -0.24
N -1.959878 2.045233 4.393502 0.5734 -1.6402 -0.2636 -0.55
C -2.956480 2.862253 4.228750 -0.4146 -0.0738 0.0779 -0.27
C -4.019825 2.599318 3.389228 -0.4291 -0.3514 -0.9183 -0.32
H -4.942969 1.211580 1.957139 0.5308 0.2408 0.1753 0.43
H -2.900575 -0.442456 2.260907 -0.2945 1.3216 0.5915 0.29
H -1.169926 0.251633 3.862597 -0.1736 -0.4238 -0.0685 0.65
H -2.978493 3.754281 4.830340 0.1382 0.3775 0.0880 0.38
H -4.746666 3.370190 3.405833 -1.0049 0.3437 -0.4262 0.38
C 1.449093 0.412803 2.289993 0.0338 0.3173 -2.1757 0.42
C 1.996981 1.581481 2.739004 0.9855 1.0256 1.7327 -0.45
C 2.772606 1.558352 3.908829 -0.0249 -0.5517 -0.0157 -0.43
N 3.037947 0.417141 4.609477 -0.5899 0.6567 -0.5035 -0.66
C 2.538046 -0.707545 4.099544 -0.3691 0.8690 -1.8472 -0.61
C 1.823106 -0.749522 2.874802 -0.1743 -1.6700 1.4292 0.06
H 0.912935 0.418320 1.332601 -0.0163 -0.1162 0.5615 0.07
H 1.896622 2.531573 2.234787 -0.3283 -0.0116 -0.0140 0.36
H 3.197170 2.502046 4.292247 -0.1538 -0.6925 -0.1070 0.34
H 2.702379 -1.647544 4.570300 0.4333 -0.4380 0.6881 0.60
H 1.500595 -1.719212 2.456741 0.1286 0.5933 0.3929 0.23
C 0.599192 -3.231123 -1.050291 -1.7004 0.4191 1.8319 -0.71
C -0.142879 -3.907140 -0.035838 1.9663 0.1971 -0.3614 -0.67
C -0.874631 -3.123048 0.836830 -0.7287 -0.1027 -0.1371 -0.25
N -1.085267 -1.827691 0.656039 -0.1816 0.9690 -0.2553 -0.03
C -0.461036 -1.185083 -0.343070 0.3235 -1.0225 0.8205 -0.96
C 0.460625 -1.835853 -1.140895 -0.1864 -1.6650 -0.1680 -0.36
H 1.238056 -3.755728 -1.717348 0.5102 -0.3589 -0.3612 0.52
H 0.088001 -4.951738 0.234449 -0.4936 0.5058 -0.5065 0.35
H -1.410662 -3.540382 1.689549 0.2768 -0.1324 -0.1152 0.40
H -0.644117 -0.130718 -0.433937 -0.0776 0.3388 -0.0656 1.07
H 1.076033 -1.370487 -1.860407 0.3156 0.9372 -0.7291 0.65
C 1.135628 -1.956563 7.358996 2.7347 0.5801 1.3948 -0.94
C 0.288731 -1.991338 6.248215 -1.0984 0.2594 -0.3427 0.44
N -0.496106 -1.957682 5.423530 -0.6033 -0.1556 -1.0710 -0.36
H 1.726049 -1.029379 7.394675 -0.2947 0.0450 -0.3638 0.28
H 1.919407 -2.714725 7.274303 -0.3271 -0.2503 0.2624 0.28
H 0.648133 -1.973860 8.322045 -0.4222 -0.4644 0.0758 0.34

87
Properties=species:S:1:pos:R:3:forces:R:3:lowdin_spin:R:1 method="wB97M-V/def2-TZVPD" homo_ev="-6.52 / -6.46" s_squared=0.90 fmax_ev_per_a=4.963 e_above_lowest_ev=4.315 lumo_energy_ev="-2.07 / -1.66" gap_ev="4.44 / 4.79" spin_multiplicity=2
Ru 0.188500 0.250100 0.270200 -3.6371 -2.4563 2.3175 0.92
N -0.470000 -0.227200 2.616700 0.3639 0.6324 -1.7636 -0.03
C 0.654300 -0.166000 3.534300 0.7983 0.3142 0.2821 0.00
C 0.288100 0.228800 4.978200 -0.1420 -0.0714 -0.1413 0.00
C -0.791700 1.306700 5.140200 0.1642 0.0805 -0.0366 0.00
C -0.518800 2.615500 4.397000 -0.2982 -0.0875 0.1366 0.00
N 0.779300 3.138500 4.746900 0.3905 -0.1006 -0.1494 0.00
C 1.092300 4.345400 5.138300 0.0249 -0.1616 0.8034 0.00
N 2.394500 4.683800 5.166800 0.0876 -0.0981 0.0119 0.00
N 0.218000 5.178200 5.740700 -0.0514 -0.1141 0.1344 0.00
C 1.817100 0.709900 2.919800 -0.6320 -0.2242 1.1021 0.00
O 2.454400 1.464000 3.673600 0.2451 -0.1305 -0.1281 0.00
O 2.073900 0.499300 1.721900 -0.7323 -0.0510 -1.7702 0.04
H -1.091800 0.568700 2.724700 -0.0920 -0.1361 -0.0429 0.00
H -0.999300 -1.087300 2.709800 -0.0062 0.0066 -0.3611 0.00
H 1.102200 -1.169200 3.561300 -0.0898 0.1794 -0.0475 0.00
H 1.211100 0.554400 5.463300 -0.0829 -0.1027 -0.0060 0.00
H -0.065900 -0.659800 5.508800 0.0739 0.0269 -0.0173 0.00
H -0.871200 1.526800 6.207700 -0.1148 -0.0377 -0.0234 0.00
H -1.761200 0.924600 4.813400 -0.0681 0.0000 0.0426 0.00
H -1.309400 3.333300 4.625800 0.0483 -0.0242 -0.1121 0.00
H -0.507200 2.467400 3.310900 -0.1179 0.1137 0.0933 0.00
H 1.547700 2.522600 4.369700 -0.1570 0.3708 0.2491 0.00
H 3.008900 4.138100 4.581200 0.0002 0.1119 -0.0377 0.00
H 2.622400 5.656600 5.272000 0.0501 -0.0223 -0.0683 0.00
H -0.765300 4.993500 5.628900 0.1162 0.0511 -0.0940 0.00
H 0.463400 6.154200 5.751900 -0.0973 -0.0260 -0.1126 0.00
Cl -4.252500 -5.336900 -0.199500 -0.0183 -0.2312 0.0052 0.00
C -3.639100 -3.732000 -0.159300 -0.7671 0.6172 -0.0944 0.01
C -4.522600 -2.647100 -0.274900 0.4204 -0.8446 0.0775 0.00
Cl -6.204100 -2.941600 -0.459000 -0.3044 -0.0120 -0.0215 0.00
C -4.042700 -1.349300 -0.233700 0.8412 0.3887 -0.1192 0.00
Cl -5.131100 -0.019800 -0.375100 -0.0161 0.2664 0.0180 0.00
C -2.668100 -1.059300 -0.077900 -0.3321 -3.6028 -0.0231 -0.01
O -2.218100 0.122600 0.011700 3.2485 2.9834 0.4388 -0.04
C -1.736800 -2.195800 0.019100 -3.6128 0.3573 -0.1217 0.00
O -0.500100 -1.991600 0.157600 3.7702 2.3191 0.1284 0.01
C -2.284800 -3.502200 -0.013300 0.5653 0.8490 -0.0741 0.00
Cl -1.179300 -4.813400 0.129600 0.2691 -0.2352 0.0443 0.00
O 2.056000 -0.665600 -0.740000 -2.0973 0.3886 0.0199 0.05
S 3.470500 -0.639600 -0.312700 2.1469 -0.9946 -0.3824 0.00
C 4.366500 -0.740300 -1.978800 -0.2211 0.1344 0.3333 0.01
C 3.356400 -0.784600 -3.113600 -0.1364 0.1345 0.1334 0.00
C 2.673000 0.568100 -3.330800 0.0456 -0.0559 0.2295 0.00
C 1.570500 0.485000 -4.372100 -0.4430 -0.1714 0.1783 0.00
S -0.151100 0.590300 -3.610700 0.5434 1.2062 -1.2280 0.00
O -0.018500 0.417700 -2.152400 0.2127 -0.3349 1.7285 0.01
C -0.284900 2.390000 -3.832700 -0.1459 -0.4275 0.0116 0.00
C -0.963300 2.903600 -4.924300 -0.0144 -0.1731 -0.0129 0.00
C -1.119000 4.274400 -5.040700 0.0050 0.0152 -0.0387 0.00
C -0.584300 5.114200 -4.076400 0.0600 0.0196 -0.0726 0.00
C 0.121500 4.590900 -3.005500 0.0360 -0.0210 -0.0225 0.00
C 0.259700 3.220600 -2.872200 0.1821 -0.1369 0.0574 0.00
C 3.775300 -2.360400 0.183900 -0.0766 0.2999 0.0720 0.00
C 2.711800 -3.244100 0.183300 -0.2116 0.3230 -0.1301 0.00
C 2.923500 -4.558900 0.563400 0.1108 -0.0529 0.0564 0.00
C 4.186000 -4.967400 0.961300 -0.0105 -0.0791 0.0134 0.00
C 5.241300 -4.067200 0.984800 0.0460 0.0550 -0.0192 0.00
C 5.037200 -2.754800 0.595100 0.0486 0.1111 -0.0104 0.00
H 5.003200 -1.621200 -1.974600 0.0258 -0.0121 0.1481 0.00
H 4.985800 0.152900 -2.035900 0.0828 0.0594 0.0191 0.00
H 2.594700 -1.529400 -2.871600 0.0118 -0.0461 -0.1304 0.00
H 3.858200 -1.096800 -4.035600 0.0217 -0.0322 0.1124 0.00
H 3.415300 1.318900 -3.611500 -0.0415 -0.0025 -0.0668 0.00
H 2.235600 0.877900 -2.377600 0.0914 0.0908 -0.1410 0.00
H 1.590600 -0.467100 -4.899400 -0.0138 -0.0688 -0.0461 0.00
H 1.620100 1.291000 -5.099000 -0.1221 -0.0064 -0.0645 0.00
H -1.368100 2.235200 -5.669600 -0.1446 -0.0610 -0.0861 0.00
H -1.666300 4.683500 -5.876800 -0.0332 0.0332 -0.0578 0.00
H -0.713700 6.180600 -4.161000 -0.0371 0.1510 0.0189 0.00
H 0.545700 5.247300 -2.263700 0.0071 0.1056 0.1273 0.00
H 0.765800 2.787400 -2.019600 0.0205 0.0645 0.0172 0.00
H 1.732000 -2.888200 -0.102500 -0.1883 -0.0626 -0.0387 0.00
H 2.099900 -5.256900 0.553800 -0.0819 -0.0269 0.0051 0.00
H 4.351500 -5.990700 1.262600 0.0076 -0.0983 0.0312 0.00
H 6.220800 -4.384900 1.311300 0.0600 -0.0220 0.0071 0.00
H 5.847600 -2.041200 0.610400 0.1700 0.0667 0.0426 0.00
N -1.525000 3.035200 -0.478600 0.2552 -0.3183 0.3460 0.00
C -0.695100 3.366700 0.534900 -1.0428 0.8606 -0.9960 0.00
O -0.060100 2.473700 1.143500 0.9878 -2.0416 -0.1453 0.00
C -0.585000 4.753000 0.871200 0.0350 -1.0153 -0.3370 0.00
C 0.091700 5.162500 2.002600 0.4753 0.2103 0.9938 0.00
N 0.599400 5.509600 2.984200 0.0256 0.2052 -0.6265 0.00
C -1.207500 5.704100 0.069900 -0.3670 0.4857 -0.2760 0.00
N -1.732100 6.459200 -0.626200 -0.1460 0.1913 -0.2428 0.00
H -2.116200 3.723700 -0.911300 -0.0015 0.0050 -0.0110 0.00
H -1.707200 2.047200 -0.628100 -0.2459 0.1457 -0.0386 0.00